1.
{
  "formula": "H2N2O2",
  "method": "wB97M-V/def2-TZVPD",
  "homo_energy_ev": -10.82,
  "largest_force_ha_per_bohr": 0.093,
  "charge": 0,
  "total_energy_ev": -7103.152,
  "relative_energy_kj_mol": 234.2,
  "species": ["N", "N", "O", "O", "H", "H"],
  "xyz": [[-0.071, -0.238, 0.260], [-1.871, -0.267, 0.579], [-2.179, -1.204, 1.237], [-2.423, 0.588, -0.011], [0.093, 0.625, 0.682], [0.208, -0.966, 0.903]]
}

---

2.
{
  "formula": "C45H45ClIN6O4P2RbS",
  "method": "wB97M-V/def2-TZVPD",
  "homo_energy_ev": -6.18,
  "largest_force_ha_per_bohr": 0.032,
  "charge": 0,
  "total_energy_ev": -115215.158,
  "relative_energy_kj_mol": 114.8,
  "species": ["Rb", "C", "S", "C", "C", "C", "N", "P", "C", "C", "C", "C", "C", "C", "C", "C", "C", "C", "C", "C", "P", "C", "C", "C", "C", "C", "C", "C", "C", "C", "C", "C", "C", "H", "H", "H", "H", "H", "H", "H", "H", "H", "H", "H", "H", "H", "H", "H", "H", "H", "H", "H", "H", "H", "H", "H", "H", "H", "H", "H", "H", "H", "Cl", "C", "C", "C", "I", "C", "O", "C", "N", "C", "C", "C", "C", "H", "H", "H", "H", "N", "C", "N", "C", "C", "O", "C", "C", "H", "H", "H", "H", "H", "H", "H", "H", "N", "C", "C", "C", "N", "H", "H", "H", "H", "O", "O"],
  "xyz": [[0.842, 0.931, -1.121], [-4.916, -2.252, 1.291], [-5.476, -0.670, 1.994], [-4.400, -0.498, 3.468], [-3.211, 0.437, 3.258], [-2.383, -0.058, 2.067], [-1.336, 0.815, 1.567], [0.301, 0.782, 2.133], [-0.036, 0.954, 3.934], [-0.341, -0.104, 4.786], [-0.650, 0.140, 6.112], [-0.652, 1.436, 6.602], [-0.345, 2.493, 5.759], [-0.043, 2.252, 4.431], [0.777, -0.986, 2.157], [1.868, -1.258, 2.984], [2.392, -2.531, 3.075], [1.841, -3.554, 2.318], [0.795, -3.282, 1.452], [0.266, -2.004, 1.366], [-1.831, 2.117, 0.584], [-3.086, 3.207, 1.379], [-4.438, 2.884, 1.289], [-5.383, 3.653, 1.946], [-4.994, 4.752, 2.698], [-3.649, 5.061, 2.812], [-2.701, 4.287, 2.164], [-2.802, 1.332, -0.796], [-3.430, 2.270, -1.614], [-4.118, 1.878, -2.745], [-4.202, 0.534, -3.068], [-3.540, -0.400, -2.289], [-2.820, -0.003, -1.174], [-5.661, -2.538, 0.556], [-4.869, -3.002, 2.074], [-3.952, -2.142, 0.806], [-4.077, -1.502, 3.745], [-5.048, -0.108, 4.252], [-2.625, 0.458, 4.177], [-3.576, 1.444, 3.066], [-3.095, -0.200, 1.252], [-1.938, -1.019, 2.339], [-0.342, -1.121, 4.421], [-0.892, -0.683, 6.769], [-0.894, 1.623, 7.639], [-0.334, 3.502, 6.142], [0.192, 3.064, 3.757], [2.293, -0.454, 3.573], [3.214, -2.728, 3.749], [2.237, -4.555, 2.397], [0.381, -4.076, 0.847], [-0.538, -1.806, 0.671], [-4.754, 2.027, 0.714], [-6.426, 3.383, 1.877], [-5.737, 5.366, 3.185], [-3.330, 5.898, 3.414], [-1.656, 4.528, 2.260], [-3.361, 3.321, -1.359], [-4.576, 2.619, -3.385], [-4.758, 0.218, -3.938], [-3.564, -1.442, -2.563], [-2.251, -0.744, -0.631], [2.174, 3.291, -8.266], [1.616, 2.529, -6.800], [0.464, 1.776, -6.838], [-0.009, 1.201, -5.682], [-1.763, 0.029, -5.722], [0.605, 1.290, -4.417], [0.140, 0.739, -3.390], [1.845, 2.052, -4.414], [2.510, 2.118, -3.249], [3.634, 2.792, -3.192], [4.178, 3.480, -4.286], [3.520, 3.428, -5.485], [2.330, 2.683, -5.601], [-0.053, 1.638, -7.775], [4.143, 2.799, -2.231], [5.095, 4.040, -4.170], [3.896, 3.949, -6.353], [3.215, -0.884, -0.545], [4.169, -1.514, -0.668], [5.241, -2.229, -0.887], [6.421, -2.065, -0.054], [7.645, -2.549, -0.838], [7.472, -3.870, -1.291], [6.371, -3.957, -2.163], [5.074, -3.560, -1.453], [6.322, -2.658, 0.867], [6.534, -1.012, 0.208], [8.526, -2.561, -0.194], [7.827, -1.881, -1.693], [6.321, -4.996, -2.493], [6.529, -3.304, -3.036], [4.854, -4.288, -0.659], [4.247, -3.542, -2.165], [0.955, -2.947, -2.006], [1.061, -4.243, -2.351], [-0.182, -4.802, -2.177], [-0.980, -3.742, -1.721], [-0.274, -2.634, -1.617], [1.666, -2.232, -2.029], [1.976, -4.679, -2.698], [-0.475, -5.817, -2.350], [-2.023, -3.756, -1.473], [-0.742, 2.796, -0.336], [-0.437, 3.143, 1.068]]
}

---

3.
{
  "formula": "C33H77N9O11Pt",
  "method": "wB97M-V/def2-TZVPD",
  "homo_energy_ev": [-6.31, -6.67],
  "largest_force_ha_per_bohr": 0.089,
  "charge": 0,
  "total_energy_ev": -74643.188,
  "spin_multiplicity": 3,
  "relative_energy_kj_mol": 240.1,
  "s2": 2.004,
  "species": ["Pt", "C", "C", "C", "O", "H", "H", "H", "H", "H", "H", "H", "C", "C", "C", "O", "H", "H", "H", "H", "H", "H", "H", "C", "O", "N", "C", "C", "H", "H", "H", "H", "H", "H", "H", "C", "O", "N", "C", "C", "H", "H", "H", "H", "H", "H", "H", "C", "O", "N", "C", "C", "H", "H", "H", "H", "H", "H", "H", "C", "O", "N", "C", "C", "H", "H", "H", "H", "H", "H", "H", "C", "O", "N", "C", "C", "H", "H", "H", "H", "H", "H", "H", "C", "O", "N", "C", "C", "H", "H", "H", "H", "H", "H", "H", "C", "O", "N", "C", "C", "H", "H", "H", "H", "H", "H", "H", "C", "O", "N", "C", "C", "H", "H", "H", "H", "H", "H", "H", "C", "O", "N", "C", "C", "H", "H", "H", "H", "H", "H", "H"],
  "xyz": [[0.717, 0.390, -0.080], [4.096, 3.454, -0.167], [3.296, 2.573, -1.153], [4.161, 1.507, -1.793], [2.129, 2.020, -0.672], [4.359, 2.839, 0.694], [3.421, 4.243, 0.166], [4.985, 3.995, -0.488], [3.123, 3.299, -1.946], [4.496, 0.796, -1.038], [5.009, 1.946, -2.319], [3.553, 0.858, -2.424], [4.480, -1.496, 1.838], [3.115, -0.816, 2.202], [3.363, 0.590, 2.765], [2.042, -0.863, 1.281], [4.353, -2.565, 1.664], [5.203, -1.390, 2.646], [4.951, -1.078, 0.948], [2.875, -1.316, 3.141], [4.032, 0.453, 3.615], [2.477, 0.973, 3.271], [4.015, 1.198, 2.138], [0.254, -0.430, 4.869], [0.430, 0.420, 5.750], [-0.697, -1.392, 4.952], [-1.625, -1.561, 6.051], [-0.733, -2.278, 3.821], [0.897, -0.523, 3.980], [-1.527, -0.873, 6.890], [-1.483, -2.541, 6.508], [-2.625, -1.471, 5.625], [-0.048, -1.993, 3.023], [-0.534, -3.320, 4.074], [-1.689, -2.344, 3.300], [-4.674, -0.527, -3.013], [-4.125, -0.162, -2.022], [-4.360, -1.650, -3.701], [-4.943, -2.032, -4.959], [-3.167, -2.439, -3.329], [-5.645, -0.142, -3.361], [-5.744, -1.357, -5.262], [-5.458, -2.993, -4.960], [-4.189, -2.168, -5.734], [-3.412, -3.490, -3.483], [-2.291, -2.392, -3.977], [-2.785, -2.189, -2.340], [1.054, -1.805, -2.549], [0.679, -1.053, -1.660], [2.288, -2.296, -2.674], [2.749, -3.064, -3.814], [3.369, -1.899, -1.793], [0.363, -2.292, -3.255], [2.045, -3.308, -4.610], [3.158, -4.002, -3.437], [3.487, -2.499, -4.383], [3.882, -2.849, -1.637], [4.128, -1.307, -2.305], [3.096, -1.380, -0.874], [-5.652, 0.080, 1.507], [-6.121, -0.725, 2.295], [-4.413, 0.604, 1.662], [-3.656, 0.402, 2.859], [-3.912, 1.558, 0.636], [-6.127, 0.500, 0.607], [-4.034, -0.490, 3.360], [-3.590, 1.242, 3.551], [-2.618, 0.090, 2.746], [-3.840, 2.583, 1.000], [-2.845, 1.336, 0.667], [-4.485, 1.507, -0.290], [-1.486, 2.083, -1.778], [-0.834, 1.257, -1.128], [-1.306, 2.378, -3.130], [-2.114, 3.119, -4.103], [-0.113, 1.793, -3.732], [-2.275, 2.652, -1.261], [-2.801, 3.873, -3.720], [-2.582, 2.366, -4.737], [-1.512, 3.800, -4.704], [-0.418, 0.751, -3.824], [0.095, 2.221, -4.713], [0.764, 1.766, -3.085], [-0.322, 2.515, 2.370], [0.098, 1.604, 1.650], [0.467, 3.505, 2.849], [1.891, 3.703, 2.580], [-0.212, 4.541, 3.574], [-1.366, 2.495, 2.720], [2.058, 4.570, 1.941], [2.328, 2.824, 2.107], [2.459, 4.041, 3.447], [-1.136, 4.169, 4.017], [0.299, 4.860, 4.483], [-0.531, 5.384, 2.961], [-2.072, -1.605, 0.285], [-1.091, -0.821, 0.455], [-2.000, -2.965, 0.162], [-0.837, -3.765, 0.424], [-3.284, -3.705, 0.007], [-3.123, -1.298, 0.171], [-0.720, -4.037, 1.473], [0.091, -3.252, 0.171], [-0.876, -4.738, -0.067], [-3.575, -4.243, 0.909], [-4.134, -3.072, -0.247], [-3.255, -4.485, -0.753], [-0.992, 6.657, -2.080], [-1.138, 6.156, -3.174], [-0.158, 6.232, -1.098], [-0.135, 6.901, 0.215], [0.678, 5.041, -1.222], [-1.474, 7.586, -1.739], [-0.619, 7.877, 0.230], [0.880, 7.058, 0.582], [-0.610, 6.304, 0.993], [1.726, 5.335, -1.279], [0.645, 4.289, -0.434], [0.419, 4.499, -2.132], [1.745, -5.201, -1.188], [0.974, -5.791, -1.985], [2.559, -5.810, -0.329], [2.627, -7.300, -0.214], [3.229, -5.037, 0.751], [1.733, -4.114, -1.010], [3.660, -7.631, -0.319], [1.924, -7.845, -0.844], [2.401, -7.604, 0.808], [2.911, -5.344, 1.748], [4.279, -5.277, 0.586], [3.081, -3.957, 0.764]]
}

---

4.
{
  "formula": "C13H23N4O3",
  "method": "wB97M-V/def2-TZVPD",
  "homo_energy_ev": -12.99,
  "largest_force_ha_per_bohr": 0.090,
  "charge": 1,
  "total_energy_ev": -25947.036,
  "relative_energy_kj_mol": 103.5,
  "smiles": "CCCCCC[C@H]1CNC(NCCC(=O)O)=[N+]1N=C=O",
  "species": ["C", "C", "C", "C", "C", "C", "C", "C", "N", "C", "N", "C", "C", "C", "O", "O", "N", "N", "C", "O", "H", "H", "H", "H", "H", "H", "H", "H", "H", "H", "H", "H", "H", "H", "H", "H", "H", "H", "H", "H", "H", "H", "H"],
  "xyz": [[-4.271, -0.027, -3.686], [-2.827, 0.380, -3.121], [-1.658, -0.566, -3.708], [-1.057, -1.558, -2.608], [0.338, -1.012, -2.025], [0.192, -0.455, -0.545], [0.125, -1.564, 0.582], [1.483, -2.090, 1.233], [1.864, -0.935, 2.085], [0.752, -0.095, 2.353], [0.785, 1.045, 2.999], [1.980, 1.676, 3.619], [3.220, 1.860, 2.652], [2.981, 2.928, 1.508], [3.175, 4.089, 1.768], [2.510, 2.520, 0.231], [-0.382, -0.782, 1.759], [-1.279, -1.449, 2.632], [-2.211, -0.600, 2.881], [-3.064, 0.186, 2.941], [-4.936, -0.454, -2.875], [-4.166, -0.744, -4.551], [-4.778, 0.898, -4.083], [-2.621, 1.448, -3.446], [-2.809, 0.370, -1.983], [-0.888, 0.114, -4.173], [-2.083, -1.198, -4.550], [-1.815, -1.712, -1.770], [-0.855, -2.574, -3.066], [1.186, -1.750, -2.113], [0.605, -0.118, -2.679], [-0.803, 0.102, -0.501], [0.981, 0.340, -0.349], [-0.478, -2.498, 0.413], [1.222, -2.911, 1.973], [2.294, -2.467, 0.541], [2.555, -1.077, 2.824], [-0.118, 1.534, 3.095], [2.284, 1.162, 4.587], [1.657, 2.725, 3.923], [4.063, 2.276, 3.295], [3.620, 0.910, 2.198], [3.228, 2.071, -0.259]]
}

---

5.
{
  "formula": "C3H7NO2",
  "method": "wB97M-V/def2-TZVPD",
  "homo_energy_ev": -7.38,
  "largest_force_ha_per_bohr": 0.007,
  "charge": 0,
  "total_energy_ev": -8808.082,
  "relative_energy_kj_mol": 236.0,
  "smiles": "CO/C([O-])=C/[NH3+]",
  "species": ["C", "O", "C", "O", "C", "N", "H", "H", "H", "H", "H", "H", "H"],
  "xyz": [[-1.704, 1.700, 0.076], [-0.577, 1.100, 0.691], [-0.042, 0.050, 0.017], [-0.543, -0.371, -1.056], [1.082, -0.520, 0.593], [1.490, -1.683, -0.198], [-2.023, 2.492, 0.758], [-2.513, 0.978, -0.066], [-1.444, 2.126, -0.897], [1.289, -2.588, 0.237], [1.622, -0.264, 1.486], [0.843, -1.567, -1.022], [2.465, -1.685, -0.504]]
}

---

6.
{
  "formula": "C35H32AlN3O3P2SSbSe4Te",
  "method": "wB97M-V/def2-TZVPD",
  "homo_energy_ev": -4.50,
  "largest_force_ha_per_bohr": 0.007,
  "charge": -1,
  "total_energy_ev": -358659.271,
  "relative_energy_kj_mol": 0.0,
  "species": ["Al", "Te", "C", "C", "C", "N", "C", "C", "C", "P", "C", "C", "C", "C", "C", "C", "C", "C", "C", "C", "C", "C", "P", "C", "C", "C", "C", "C", "C", "C", "C", "C", "C", "C", "C", "H", "H", "H", "H", "H", "H", "H", "H", "H", "H", "H", "H", "H", "H", "H", "H", "H", "H", "H", "H", "H", "H", "H", "H", "Se", "Sb", "Se", "Se", "Se", "O", "O", "C", "C", "N", "O", "H", "H", "H", "H", "H", "S", "C", "C", "N", "C", "H", "H", "H"],
  "xyz": [[1.048, -1.157, -0.629], [-1.416, -0.731, 4.202], [-1.890, 1.044, 5.256], [-0.888, 1.861, 5.767], [-1.241, 2.966, 6.528], [-2.496, 3.289, 6.830], [-3.448, 2.483, 6.369], [-3.202, 1.362, 5.588], [-1.014, -0.193, 2.101], [-0.060, 1.325, 1.537], [0.937, 1.834, 2.981], [1.037, 3.166, 3.380], [1.904, 3.540, 4.398], [2.675, 2.586, 5.044], [2.593, 1.257, 4.646], [1.748, 0.884, 3.613], [-1.199, 2.737, 1.330], [-1.074, 3.415, 0.119], [-1.834, 4.551, -0.137], [-2.726, 5.015, 0.814], [-2.867, 4.341, 2.023], [-2.109, 3.212, 2.277], [-2.293, -0.536, 0.749], [-3.698, 0.558, 1.202], [-4.425, 0.469, 2.386], [-5.502, 1.308, 2.622], [-5.880, 2.238, 1.663], [-5.178, 2.324, 0.471], [-4.094, 1.488, 0.244], [-3.014, -2.167, 1.181], [-4.364, -2.396, 0.912], [-4.922, -3.656, 1.070], [-4.142, -4.713, 1.516], [-2.800, -4.497, 1.790], [-2.235, -3.243, 1.615], [0.155, 1.650, 5.572], [-0.468, 3.622, 6.914], [-4.468, 2.745, 6.634], [-4.029, 0.755, 5.249], [0.437, 3.923, 2.893], [1.968, 4.581, 4.689], [3.344, 2.875, 5.845], [3.199, 0.505, 5.136], [1.702, -0.149, 3.297], [-0.381, 3.043, -0.627], [-1.724, 5.068, -1.082], [-3.319, 5.899, 0.616], [-3.574, 4.690, 2.765], [-2.227, 2.695, 3.219], [-4.152, -0.286, 3.112], [-6.054, 1.233, 3.552], [-6.724, 2.893, 1.844], [-5.466, 3.048, -0.281], [-3.536, 1.559, -0.683], [-4.991, -1.586, 0.561], [-5.970, -3.808, 0.844], [-4.577, -5.696, 1.646], [-2.178, -5.314, 2.137], [-1.180, -3.102, 1.802], [4.910, 0.346, -3.160], [2.712, -0.654, -3.351], [1.058, 0.817, -2.015], [1.713, -1.186, -5.463], [2.603, -2.643, -1.749], [-0.053, -1.763, 0.681], [-0.014, -1.243, 2.005], [4.693, -0.897, 0.919], [3.495, -0.101, 0.523], [3.672, 1.094, -0.012], [2.345, -0.587, 0.668], [5.493, -0.263, 1.298], [5.031, -1.394, 0.004], [4.411, -1.652, 1.646], [4.584, 1.294, -0.403], [2.875, 1.446, -0.550], [-2.384, -3.735, -2.344], [-2.417, -2.227, -3.152], [-1.394, -1.451, -2.725], [-0.598, -2.036, -1.771], [-1.006, -3.241, -1.489], [-3.154, -1.997, -3.902], [-1.140, -0.463, -3.072], [-0.510, -3.877, -0.773]]
}